(1)
A structure of composition C30H32N8OPtSi2 in a non-equilibrium geometry, computed with wB97M-V/def2-TZVPD.

Element x y z (Å)
Pt  0.00736  0.01917  0.04499
C  3.22978  -0.87021  -1.27813
Si  1.72274  0.15566  -1.57375
C  2.06903  1.80386  -2.32911
C  0.66994  -0.79132  -2.79726
C  1.31244  -0.97959  -4.02573
C  0.67352  -1.66646  -5.05048
C  -0.60528  -2.16697  -4.86752
C  -1.25931  -1.98763  -3.65655
C  -0.62921  -1.30272  -2.61004
Si  -1.67912  -1.19243  -1.08016
C  -2.00040  -2.91209  -0.47384
C  -3.25143  -0.33259  -1.55808
H  3.72606  -0.95033  -2.24908
H  2.98145  -1.87000  -0.92264
H  3.93091  -0.41715  -0.57406
H  2.62876  1.59934  -3.24563
H  2.68052  2.44902  -1.69487
H  1.15433  2.33886  -2.58310
H  2.31169  -0.59793  -4.20210
H  1.18211  -1.80800  -5.99514
H  -1.09964  -2.70027  -5.66875
H  -2.26194  -2.38606  -3.54107
H  -2.56685  -3.40770  -1.26655
H  -2.60442  -2.94793  0.43741
H  -1.07678  -3.46963  -0.31026
H  -3.87452  -1.08771  -2.04439
H  -3.05622  0.46946  -2.27017
H  -3.82453  0.06918  -0.71634
C  -0.02257  -3.44772  4.43651
N  0.40862  -2.41626  3.49125
C  -0.04651  -2.18587  2.27425
N  0.51604  -1.06880  1.81272
C  1.35695  -0.67749  2.82061
N  1.30067  -1.47136  3.85193
C  -1.20138  -2.99110  5.27099
C  -1.28665  -3.38330  6.59997
C  -2.38808  -3.02506  7.36453
C  -3.41078  -2.27099  6.81334
C  -3.32237  -1.86580  5.48582
C  -2.21932  -2.22553  4.72001
C  -4.41642  -1.10010  4.88840
N  -5.65169  -1.09129  5.24234
N  -6.31610  -0.27624  4.34423
C  -5.43440  0.15107  3.51488
O  -4.19076  -0.32954  3.78879
C  -5.63545  1.05960  2.38384
C  -6.82698  1.00446  1.66434
C  -7.02336  1.86682  0.59898
C  -6.04274  2.78775  0.25074
C  -4.86497  2.86122  0.98133
C  -3.81350  3.89147  0.63037
N  -2.47873  3.28450  0.68566
C  -1.96751  2.37643  -0.12391
N  -0.82346  1.93345  0.40330
C  -0.68861  2.64959  1.56330
N  -1.68073  3.46925  1.75782
C  -4.65994  1.99066  2.04736
H  0.83177  -3.67706  5.06736
H  -0.27818  -4.33525  3.85721
H  -0.76568  -2.80064  1.76115
H  1.98971  0.19389  2.78327
H  -0.49490  -3.97583  7.04269
H  -2.44521  -3.33537  8.39883
H  -4.27375  -1.98552  7.39961
H  -2.18643  -1.90653  3.68431
H  -7.58490  0.28584  1.94641
H  -7.94414  1.82353  0.03319
H  -6.20875  3.46050  -0.58280
H  -3.79619  4.70956  1.34755
H  -3.97996  4.29841  -0.36488
H  -2.41673  2.05585  -1.04618
H  0.14173  2.56035  2.24347
H  -3.75734  2.05266  2.64574

Cartesian forces (eV/Å) of the 3 atoms listed first:
Pt -0.04 1.19 2.66
C 0.06 0.25 1.01
Si -0.16 -0.74 -1.77

As for the total charge: +2. The orbital gap is 5.4310 eV. Its maximum force is 2.9 eV/A.

Atomic partial charges in e from the Mulliken method, atoms 1 to 5: number 1, Pt, carries 0.56; number 2, C, carries -1.10; number 3, Si, carries 0.39; number 4, C, carries -1.08; number 5, C, carries 1.04



(2)
An isolated molecule of C18H18Cl2N4O2S, computed with wB97M-V/def2-TZVPD.

Element x y z (Å)
C  5.24606  1.40136  0.83478
O  4.11440  0.75225  1.35804
C  3.95879  -0.58165  0.94644
C  3.29703  -0.72714  -0.43718
N  1.94243  -0.25473  -0.42321
C  0.85512  -0.94791  0.02790
S  1.00980  -2.59219  0.57601
C  -0.73905  -3.09287  0.49206
C  -1.14376  -3.09694  -0.96142
O  -0.63468  -3.81716  -1.78816
N  -2.09534  -2.19047  -1.35410
C  -2.81866  -1.24490  -0.66031
N  -3.03212  -1.39078  0.63680
C  -3.72745  -0.50229  1.32745
C  -3.87913  -0.74180  2.79151
C  -4.29232  0.60526  0.69533
Cl  -5.20093  1.76577  1.59043
C  -4.12176  0.77374  -0.67214
C  -3.37534  -0.16140  -1.36188
Cl  -3.10808  0.02556  -3.05892
N  -0.26175  -0.27505  -0.00627
C  0.08272  0.96101  -0.49384
C  -0.70378  2.08183  -0.72777
C  -0.08307  3.20443  -1.23468
C  1.28510  3.22524  -1.50550
C  2.08583  2.12489  -1.27092
C  1.47260  0.99468  -0.75883
H  5.24881  2.40086  1.26430
H  5.21490  1.48245  -0.25738
H  6.16726  0.87806  1.11995
H  4.92685  -1.10187  0.93535
H  3.31298  -1.05225  1.69334
H  3.29578  -1.78630  -0.71279
H  3.85030  -0.16077  -1.18963
H  -0.76409  -4.10524  0.89268
H  -1.33574  -2.40371  1.08421
H  -2.19323  -2.12753  -2.36469
H  -3.44313  -1.70084  3.05151
H  -3.37501  0.04650  3.34852
H  -4.93088  -0.72789  3.07085
H  -4.55448  1.62033  -1.18257
H  -1.75914  2.06621  -0.50828
H  -0.66703  4.09246  -1.42634
H  1.72845  4.12556  -1.90407
H  3.14474  2.15523  -1.47659

Cartesian forces (eV/Å) of the 3 atoms listed first:
C 0.06 0.00 0.00
O -0.23 0.00 0.05
C -0.05 -0.14 -0.24

Its energy above the lowest of the compared OMol25 structures with the same formula, charge and spin is 6.1 kcal/mol. The SMILES is COCCn1c(SCC(=O)Nc2nc(C)c(Cl)cc2Cl)nc2ccccc21. The orbital gap is 8.5461 eV. Its maximum force is 0.9 eV/A.

Atomic partial charges in e from the natural (NBO) method, atoms 1 to 5: number 1, C, carries -0.25; number 2, O, carries -0.53; number 3, C, carries -0.07; number 4, C, carries -0.25; number 5, N, carries -0.39



(3)
The ion C7H12N3O2 with charge +1 in a non-equilibrium geometry, computed with wB97M-V/def2-TZVPD.

Element x y z (Å)
C  2.17086  -2.05173  -0.92506
C  1.59034  -0.64673  -1.03214
O  2.42578  0.17595  -1.58912
N  0.50651  -0.38699  -0.49792
N  0.10386  0.96558  -0.52420
C  0.26678  1.45718  0.82122
C  -0.71609  0.84772  1.81935
N  -1.39822  -0.26715  1.11111
C  -0.79396  -1.39271  0.97027
O  -0.46565  -2.47779  1.13245
C  -2.20133  0.07764  -0.01914
C  -1.30139  1.02425  -0.97438
H  1.43968  -2.68698  -1.25031
H  2.20307  -2.05128  0.10773
H  3.19696  -2.05450  -1.22483
H  2.04389  1.03741  -1.77002
H  -0.08311  2.39571  0.72994
H  1.26723  1.31753  1.15099
H  -0.22612  0.39205  2.80060
H  -1.44010  1.60459  2.06771
H  -3.11876  0.57054  0.49361
H  -2.51109  -0.79621  -0.57960
H  -1.40537  0.80009  -2.06265
H  -1.55379  2.14581  -0.75560

Cartesian forces (eV/Å) of the 3 atoms listed first:
C 0.27 3.62 0.33
C 3.35 -2.14 -1.26
O 0.79 0.65 -0.86

Its energy above the lowest of the compared OMol25 structures with the same formula, charge and spin is 68.2 kcal/mol. The SMILES is C/C(O)=N/N1CC[N+](=C=O)CC1. As for the total charge: +1. The orbital gap is 9.0798 eV. Its maximum force is 4.2 eV/A.

Atomic partial charges in e from the natural (NBO) method, atoms 1 to 5: number 1, C, carries -0.66; number 2, C, carries 0.66; number 3, O, carries -0.63; number 4, N, carries -0.49; number 5, N, carries -0.30



(4)
A cluster of 2 separate species, C3H10OS in total in a non-equilibrium geometry, computed with wB97M-V/def2-TZVPD.

Element x y z (Å)
C  0.59860  1.67380  0.93241
S  0.62192  1.01447  2.60729
C  -0.57196  -0.32928  2.32134
H  1.15802  2.59973  0.88561
H  1.04018  0.92882  0.30978
H  -0.39069  1.80784  0.49018
H  -1.41569  0.14203  1.85313
H  -0.77743  -0.73306  3.30801
H  -0.28191  -1.09430  1.60448
C  -0.10061  -1.24850  -2.69350
O  -0.19069  -0.36129  -1.56466
H  0.92131  -1.30765  -3.06197
H  -0.26686  -2.23994  -2.29141
H  -0.92915  -0.97790  -3.33313
H  0.58496  0.12524  -1.36756

Cartesian forces (eV/Å) of the 3 atoms listed first:
C -0.27 -0.03 -0.03
S -0.26 -0.17 -0.24
C 0.42 0.46 -0.03

Its energy above the lowest of the compared OMol25 structures with the same formula, charge and spin is 23.3 kcal/mol. The SMILES is CSC.CO. The orbital gap is 9.2620 eV. Its maximum force is 1.8 eV/A.

Atomic partial charges in e from the natural (NBO) method, atoms 1 to 5: number 1, C, carries -0.74; number 2, S, carries 0.18; number 3, C, carries -0.73; number 4, H, carries 0.23; number 5, H, carries 0.19



(5)
A cluster of 6 separate species, CH12O7 in total in a non-equilibrium geometry, computed with wB97M-V/def2-TZVPD.

Element x y z (Å)
O  0.22226  0.87354  1.65966
C  -0.09614  1.68293  0.62506
O  0.76137  1.60739  -0.47135
H  -0.00710  2.73499  0.96826
H  -1.13623  1.58175  0.24236
H  -1.11632  -1.77618  2.32530
H  0.17335  -1.44745  0.59112
O  -1.12154  -1.15723  1.56962
H  0.20110  -1.29088  -1.03521
H  2.36099  -1.35415  0.25081
O  0.64637  -1.66756  -0.24419
H  -0.37013  -0.13148  -3.19853
H  0.37126  0.95396  -1.11170
O  -0.16646  -0.22231  -2.25213
H  2.47789  0.15038  0.19898
H  -0.45413  0.08258  1.74086
O  3.03856  -0.63357  0.27626
H  -1.59961  0.28010  -1.40864
H  -1.95049  -0.48618  -0.06335
O  -2.23501  0.21935  -0.66318

Cartesian forces (eV/Å) of the 3 atoms listed first:
O -0.65 1.18 -0.89
C 3.37 0.02 0.07
O -1.27 0.02 0.92

Its energy above the lowest of the compared OMol25 structures with the same formula, charge and spin is 202.1 kcal/mol. The orbital gap is 4.0732 eV. Its maximum force is 3.4 eV/A.

Atomic partial charges in e from the natural (NBO) method, atoms 1 to 5: number 1, O, carries -0.55; number 2, C, carries 0.17; number 3, O, carries -0.66; number 4, H, carries 0.25; number 5, H, carries 0.29